Record 1
ORCA calculation (wB97M-V/def2-TZVPD) on a cluster of 11 separate species, C16H37BN10O26 in total.

Last column: Mulliken charge in e.
CARTESIAN COORDINATES (ANGSTROEM)
C (3.71300, -0.18855, 2.44840)  -0.32
O (3.67223, 1.14063, 1.81400)  -0.34
C (2.57093, 1.20311, 0.79623)  -0.69
C (1.19253, 1.47656, 1.65207)  0.70
C (0.11706, 0.48282, 1.92001)  0.58
B (-0.08686, -1.08623, 1.46359)  0.19
O (-1.05711, -1.31831, 0.33553)  -0.54
O (0.56301, -2.26259, 2.09421)  -0.42
C (-0.98383, 1.26036, 2.85446)  0.32
O (-1.77573, 0.61255, 3.71214)  -0.57
O (-0.81907, 2.69632, 2.54852)  -0.19
C (0.66449, 2.83827, 2.39665)  0.03
O (1.28462, 3.94884, 2.80297)  -0.58
H (3.38069, -0.19955, 3.57284)  0.20
H (4.84435, -0.54310, 2.42689)  0.08
H (3.09085, -1.01204, 1.89324)  0.23
H (2.85711, 2.11781, 0.08731)  0.26
H (2.56769, 0.21464, 0.16713)  0.34
H (-1.89891, -1.73320, 0.69323)  0.33
H (0.37476, -2.15309, 3.08175)  0.29
C (-0.41974, -5.69719, 0.16424)  -0.63
N (-1.51056, -4.87669, 0.75619)  1.01
O (-1.89666, -3.89649, 0.10876)  -0.54
O (-1.94838, -5.23971, 1.85416)  -0.57
H (-0.13348, -5.26412, -0.79661)  0.22
H (0.42095, -5.67960, 0.86088)  0.23
H (-0.80447, -6.71036, 0.03130)  0.34
C (-0.86647, 4.90294, -0.17740)  -0.35
N (-1.05180, 3.93611, -1.29293)  0.99
O (-0.75296, 2.75620, -1.07491)  -0.52
O (-1.49195, 4.38897, -2.35604)  -0.57
H (-0.47526, 4.36924, 0.69142)  -0.11
H (-0.15827, 5.66282, -0.51417)  0.32
H (-1.84196, 5.33990, 0.04550)  0.28
C (8.31640, -1.25375, 4.63655)  -0.74
N (7.03077, -1.22198, 3.88845)  0.81
O (6.59405, -2.29951, 3.46744)  -0.49
O (6.49630, -0.11620, 3.74487)  -0.45
H (8.67102, -2.28551, 4.68602)  0.31
H (9.02814, -0.62694, 4.09534)  0.29
H (8.12464, -0.86344, 5.63810)  0.29
C (1.82727, -5.47268, 5.09293)  -0.74
N (1.65859, -3.99450, 5.08773)  0.86
O (2.66016, -3.31133, 4.84448)  -0.48
O (0.52549, -3.56168, 5.32809)  -0.50
H (2.86911, -5.71023, 4.86739)  0.31
H (1.55665, -5.83171, 6.08804)  0.30
H (1.16406, -5.88277, 4.32861)  0.27
C (0.92472, -5.54700, -4.67671)  -0.68
N (0.76168, -5.49502, -3.19880)  0.90
O (1.69873, -5.91641, -2.51076)  -0.53
O (-0.30245, -5.03275, -2.77107)  -0.58
H (1.90256, -5.97404, -4.90952)  0.33
H (0.12503, -6.17517, -5.07455)  0.23
H (0.85107, -4.52450, -5.05257)  0.28
C (-4.58360, 1.76452, 3.71346)  -0.61
N (-5.86923, 1.79629, 2.96536)  0.87
O (-6.30595, 0.71876, 2.54435)  -0.52
O (-6.40370, 2.90207, 2.82177)  -0.53
H (-4.22898, 0.73276, 3.76292)  0.33
H (-3.87186, 2.39133, 3.17224)  0.17
H (-4.77536, 2.15483, 4.71500)  0.28
C (-4.39829, 5.73008, -3.07551)  -0.45
N (-5.31850, 6.89882, -3.10287)  0.89
O (-4.86093, 7.98822, -2.73837)  -0.53
O (-6.47430, 6.68964, -3.48940)  -0.54
H (-3.42052, 6.05854, -2.71659)  0.28
H (-4.82796, 4.98815, -2.39927)  0.28
H (-4.32539, 5.34409, -4.09429)  0.14
C (4.63231, 4.06365, 2.94649)  -0.54
N (5.52952, 5.01372, 2.23523)  0.91
O (6.33681, 5.65140, 2.92129)  -0.55
O (5.39800, 5.09264, 1.00825)  -0.54
H (4.85718, 4.09764, 4.01467)  0.31
H (3.60371, 4.37850, 2.75879)  0.23
H (4.82240, 3.06665, 2.54391)  0.23
C (-5.12915, 3.04839, -7.22684)  -0.70
N (-3.86771, 3.57760, -6.64184)  0.80
O (-3.90837, 3.97069, -5.47016)  -0.54
O (-2.87230, 3.58356, -7.37541)  -0.49
H (-5.91809, 3.10295, -6.47364)  0.31
H (-5.37728, 3.66847, -8.09074)  0.29
H (-4.94717, 2.01256, -7.52037)  0.27
C (-3.10406, -4.24504, -6.67863)  -0.72
N (-1.67108, -4.62602, -6.55654)  0.88
O (-1.34673, -5.74735, -6.96450)  -0.53
O (-0.91225, -3.78867, -6.05449)  -0.49
H (-3.65201, -5.07234, -7.13476)  0.31
H (-3.47811, -4.04283, -5.67286)  0.29
H (-3.15583, -3.35450, -7.30831)  0.28

Its SMILES is COCC1=C(B(O)O)C(=O)OC1=O.C[N+](=O)[O-].C[N+](=O)[O-].C[N+](=O)[O-].C[N+](=O)[O-].C[N+](=O)[O-].C[N+](=O)[O-].C[N+](=O)[O-].C[N+](=O)[O-].C[N+](=O)[O-].C[N+](=O)[O-]. As for the HOMO energy: -10.26 eV. Its energy is -85972.034 eV. Its orbital gap is 0.3163 Eh.

Record 2
ORCA calculation (wB97M-V/def2-TZVPD) on a cluster of 6 separate species, C5H18F6N2O8S2 in total.

Last column: natural (NBO) charge in e.
CARTESIAN COORDINATES (ANGSTROEM)
N (17.38040, 16.54845, 23.42862)  -0.86
H (17.86387, 17.18952, 22.81594)  0.48
H (16.85794, 15.81357, 22.97354)  0.46
H (16.70241, 17.14344, 23.88294)  0.45
H (17.94337, 16.05175, 24.10424)  0.46
C (17.79299, 17.61551, 19.61110)  0.79
F (18.23849, 16.38846, 19.90418)  -0.32
F (17.32650, 17.71857, 18.35777)  -0.30
F (16.97217, 18.03638, 20.50647)  -0.31
S (19.40998, 18.70646, 19.66961)  2.06
O (20.39751, 18.06809, 18.74657)  -0.86
O (18.97430, 20.05562, 19.39916)  -0.91
N (19.72861, 18.49290, 21.39495)  -1.20
S (21.25945, 18.70802, 21.35380)  2.13
O (22.11952, 17.59472, 20.94676)  -0.93
O (21.62634, 20.04965, 20.82017)  -0.93
C (21.82499, 18.75874, 23.21995)  0.76
F (23.09241, 18.56950, 23.39891)  -0.29
F (21.40537, 19.91397, 23.76134)  -0.33
F (21.24830, 17.79085, 23.89429)  -0.34
O (18.52646, 14.43196, 26.00131)  -0.96
H (19.33677, 13.99240, 25.74358)  0.48
H (18.14682, 13.86241, 26.67042)  0.48
O (17.27175, 21.11834, 22.39056)  -0.97
H (17.65531, 21.94495, 22.68351)  0.48
H (17.93664, 20.73454, 21.81884)  0.49
O (15.32049, 18.97997, 25.07135)  -0.97
H (15.81589, 19.50209, 24.44031)  0.48
H (14.69035, 19.59386, 25.44858)  0.49
C (14.91695, 12.47096, 20.14364)  -0.63
C (15.09490, 12.36903, 21.67415)  0.09
C (16.37698, 11.73658, 22.10938)  -0.63
O (15.10000, 13.68128, 22.25512)  -0.75
H (15.80218, 12.95413, 19.73012)  0.21
H (14.08898, 13.12254, 19.86435)  0.22
H (14.90910, 11.51161, 19.62625)  0.22
H (14.26382, 11.76037, 22.03045)  0.16
H (16.28332, 10.68071, 21.85549)  0.21
H (16.48399, 11.81210, 23.19149)  0.21
H (17.30115, 12.19906, 21.76281)  0.21
H (14.31415, 13.66172, 22.80617)  0.47

The calculation puts the relative energy (zero: lowest compared OMol25 entry of this formula, charge and spin) at 236.29 kJ/mol. As for the HOMO energy: -8.92 eV. Its energy is -62809.168 eV. Its orbital gap is 0.2983 Eh.

Record 3
ORCA calculation (wB97M-V/def2-TZVPD) on the ion C6H8N with charge +1.

Last column: natural (NBO) charge in e.
CARTESIAN COORDINATES (ANGSTROEM)
C (-3.11974, -0.15617, 0.21531)  -0.38
C (-1.86153, -0.09540, 0.00502)  0.06
C (-0.60455, -0.03881, -0.22877)  -0.11
C (0.45271, -0.45517, -1.14273)  -0.18
C (1.34334, 0.71464, -1.23437)  -0.36
C (0.74785, 0.36794, 0.08291)  0.06
N (1.53778, -0.03759, 1.31255)  -0.65
H (-3.66753, -0.84931, 0.88974)  0.24
H (-3.90904, 0.35809, -0.21980)  0.24
H (0.57453, -1.53721, -1.29935)  0.26
H (2.31041, 0.57434, -1.48779)  0.24
H (0.93975, 1.71305, -1.58045)  0.24
H (1.06760, -0.91755, 1.66579)  0.46
H (1.69063, 0.65718, 1.91014)  0.43
H (2.49780, -0.29802, 1.11179)  0.44

Its SMILES is C=C=C1[C@H]2C[C@]12[NH3+]. The calculation puts the relative energy (zero: lowest compared OMol25 entry of this formula, charge and spin) at 605.34 kJ/mol. As for the HOMO energy: -12.72 eV. Its energy is -7829.414 eV. Its orbital gap is 0.3292 Eh. Its total charge is +1.

Record 4
ORCA calculation (wB97M-V/def2-TZVPD) on a structure of composition C8H10CoF6N4O16.

Last column: natural (NBO) charge in e.
CARTESIAN COORDINATES (ANGSTROEM)
Co (22.79737, -10.98873, -18.79460)  1.66
N (23.80729, -9.90764, -15.76098)  0.73
O (24.21708, -10.69733, -14.89182)  -0.52
O (23.88892, -8.68132, -15.63870)  -0.47
O (23.22634, -10.40271, -16.78326)  -0.68
N (24.45956, -13.79511, -18.12792)  0.73
O (23.55582, -12.93672, -18.38544)  -0.67
O (25.12630, -13.71203, -17.09063)  -0.45
O (24.62954, -14.73912, -18.92236)  -0.54
N (25.40315, -9.21615, -19.53298)  0.72
O (26.43381, -9.15618, -20.24183)  -0.54
O (25.25902, -8.42840, -18.60286)  -0.44
O (24.50848, -10.08716, -19.79121)  -0.67
N (21.44190, -7.94626, -18.95400)  0.73
O (21.65102, -9.21048, -19.06438)  -0.69
O (22.28252, -7.25585, -18.39267)  -0.41
O (20.38620, -7.45748, -19.40872)  -0.55
C (21.50647, -14.86140, -20.12899)  -0.68
C (20.71453, -13.95777, -21.04721)  -0.06
O (21.50828, -13.28613, -22.03748)  -0.48
C (22.17726, -12.19353, -21.71493)  0.75
O (22.34814, -11.82040, -20.59943)  -0.59
C (22.72825, -11.49784, -22.97016)  0.90
F (22.73842, -10.18222, -22.78406)  -0.28
F (23.97821, -11.93587, -23.19965)  -0.30
F (22.01334, -11.78099, -24.07760)  -0.32
H (20.93326, -15.01080, -19.21631)  0.22
H (22.48655, -14.44483, -19.87804)  0.29
H (21.77138, -15.78509, -20.64648)  0.20
H (20.16148, -13.18838, -20.50892)  0.18
H (20.01797, -14.52867, -21.66185)  0.18
C (18.33042, -9.89081, -18.48890)  -0.66
C (18.40648, -11.32485, -18.97446)  -0.08
O (18.73960, -12.24352, -17.93183)  -0.48
C (20.02524, -12.39539, -17.63866)  0.73
O (20.88728, -11.91069, -18.28871)  -0.59
C (20.29522, -13.18451, -16.35904)  0.91
F (19.16895, -13.50423, -15.70654)  -0.32
F (20.89134, -14.32996, -16.67362)  -0.30
F (21.03395, -12.46733, -15.55426)  -0.26
H (17.71302, -9.72275, -17.60474)  0.20
H (17.84994, -9.25790, -19.24057)  0.22
H (19.30729, -9.43003, -18.32629)  0.28
H (19.08550, -11.44288, -19.81727)  0.20
H (17.41454, -11.62667, -19.31328)  0.18

As for the spin multiplicity: 4. The calculation puts the relative energy (zero: lowest compared OMol25 entry of this formula, charge and spin) at 109.96 kJ/mol. As for the HOMO energy (spin up / spin down): -2.65 / -2.62 eV. Its energy is -101099.600 eV. Its orbital gap (spin up / spin down) is 0.2456 / 0.2448 Eh. Its total charge is -2.

Record 5
ORCA calculation (wB97M-V/def2-TZVPD) on a cluster of 2 separate species, C2H3NO3 in total.

Last column: natural (NBO) charge in e.
CARTESIAN COORDINATES (ANGSTROEM)
C (1.65804, -0.42367, -0.07850)  0.88
C (-1.48230, 0.76440, 0.24354)  -0.10
N (2.28633, 0.58343, -0.16995)  -0.73
O (1.13316, -1.38660, 0.27502)  -0.57
O (-1.62070, -0.23317, -0.82501)  -0.28
O (-1.54102, -0.75046, 0.37222)  -0.26
H (-2.46487, 1.14757, 0.43361)  0.10
H (-0.63816, -0.93469, 0.56520)  0.52
H (2.66953, 1.23320, -0.81612)  0.44

The calculation puts the relative energy (zero: lowest compared OMol25 entry of this formula, charge and spin) at 810.99 kJ/mol. As for the HOMO energy: -8.45 eV. Its energy is -9747.684 eV. Its orbital gap is 0.3368 Eh.

Record 6
ORCA calculation (wB97M-V/def2-TZVPD) on an isolated molecule of C21H26N2O3.

Last column: natural (NBO) charge in e.
CARTESIAN COORDINATES (ANGSTROEM)
C (-6.24581, -3.44999, 0.89361)  -0.65
C (-5.53713, -2.38754, 0.13336)  0.29
C (-5.06144, -2.34701, -1.14220)  -0.32
C (-4.48778, -1.06146, -1.31452)  -0.31
C (-4.65107, -0.40906, -0.12933)  0.27
C (-4.26644, 0.95808, 0.34807)  -0.27
N (-2.97467, 1.39306, -0.15129)  -0.43
C (-2.91905, 1.91096, -1.49923)  -0.41
C (-1.89381, 1.20809, 0.64561)  0.71
O (-1.99317, 0.73190, 1.76024)  -0.63
C (-0.54945, 1.68748, 0.10599)  -0.33
C (-0.31882, 3.14349, 0.51709)  -0.39
C (0.98688, 3.61650, -0.10022)  -0.49
C (2.15922, 2.67250, 0.11315)  0.68
O (3.30186, 3.05226, -0.07328)  -0.64
N (1.88259, 1.40435, 0.48469)  -0.44
C (2.99278, 0.49841, 0.70487)  -0.21
C (3.33211, -0.30766, -0.55850)  -0.45
C (4.50535, -1.20569, -0.29634)  0.08
C (5.79871, -0.70403, -0.37489)  -0.25
C (6.88533, -1.51459, -0.10142)  -0.19
C (6.69212, -2.83827, 0.25716)  -0.23
C (5.40726, -3.34544, 0.34205)  -0.20
C (4.32109, -2.53238, 0.06892)  -0.25
C (0.56651, 0.85535, 0.72989)  -0.19
O (-5.28735, -1.21271, 0.75133)  -0.40
H (-6.32179, -4.34668, 0.28629)  0.23
H (-5.70678, -3.68120, 1.81108)  0.23
H (-7.24704, -3.11886, 1.16766)  0.22
H (-5.10987, -3.12917, -1.87187)  0.22
H (-4.02131, -0.69027, -2.20366)  0.22
H (-4.20458, 0.92314, 1.43944)  0.26
H (-5.02266, 1.69780, 0.06015)  0.21
H (-3.93528, 2.01786, -1.87106)  0.22
H (-2.38131, 1.23694, -2.17094)  0.20
H (-2.44009, 2.89114, -1.52675)  0.20
H (-0.50509, 1.59956, -0.98095)  0.21
H (-1.14194, 3.78358, 0.19208)  0.21
H (-0.26687, 3.19574, 1.60615)  0.22
H (0.87363, 3.73344, -1.18259)  0.22
H (1.28179, 4.58984, 0.29552)  0.24
H (2.74230, -0.17455, 1.52888)  0.20
H (3.86083, 1.10046, 0.98348)  0.24
H (2.46493, -0.89906, -0.86098)  0.20
H (3.56964, 0.39894, -1.35572)  0.22
H (5.94920, 0.32862, -0.65443)  0.22
H (7.88621, -1.11379, -0.16878)  0.21
H (7.54032, -3.47252, 0.46905)  0.21
H (5.24998, -4.37721, 0.62153)  0.21
H (3.31955, -2.93437, 0.13594)  0.21
H (0.53524, -0.16166, 0.32464)  0.20
H (0.38515, 0.78566, 1.81104)  0.22

Its SMILES is Cc1ccc(CN(C)C(=O)[C@H]2CCC(=O)N(CCc3ccccc3)C2)o1. The calculation puts the relative energy (zero: lowest compared OMol25 entry of this formula, charge and spin) at 160.07 kJ/mol. As for the HOMO energy: -8.40 eV. Its energy is -31322.422 eV. Its orbital gap is 0.3287 Eh.